1.
DFT (ωB97M-V/def2-TZVPD) results for the molecule C4H10ClN in a non-equilibrium geometry.

Summary:
- SMILES string = CC(C)(Cl)CN
- HOMO energy (eV) = -9.552
- orbital gap (Ha) = 0.3838
- calculated total energy (Eh) = -673.3083
- largest force on an atom (hartree/bohr) = 0.1377
- energy relative to the best compared isomer or geometry (same formula, charge and spin) (kcal/mol) = 32.1

Last column: natural (NBO) charge in e.
Element x y z (Å)
C  0.45  -0.83  1.46  -0.629
C  0.26  -0.36  -0.05  0.031
C  1.20  -1.20  -0.84  -0.670
Cl  0.82  1.38  -0.05  -0.119
C  -1.29  -0.40  -0.57  -0.204
N  -2.34  0.11  0.14  -0.824
H  0.11  -0.15  2.20  0.223
H  1.58  -1.11  1.44  0.214
H  -0.03  -1.75  1.61  0.209
H  2.26  -0.86  -0.69  0.243
H  1.08  -2.34  -0.60  0.227
H  1.03  -1.13  -1.98  0.225
H  -1.15  0.00  -1.68  0.170
H  -1.17  -1.49  -0.62  0.172
H  -2.97  0.59  -0.40  0.369
H  -1.92  0.85  0.73  0.361

2.
DFT (ωB97M-V/def2-TZVPD) results for a cluster of 2 separate species, C4H13N2O in total in a non-equilibrium geometry.

Summary:
- HOMO energy (alpha / beta) (eV) = -19.816 / -19.823
- <S²> = 0.7595
- orbital gap (alpha / beta) (Ha) = 0.4152 / 0.2806
- calculated total energy (Eh) = -344.2343
- total charge = +2
- largest force on an atom (hartree/bohr) = 0.0554
- 2S+1 = 2
- energy relative to the best compared isomer or geometry (same formula, charge and spin) (kcal/mol) = 44.0

Last column: Löwdin spin population.
Element x y z (Å)
C  0.55  0.20  1.54  0.012
C  0.27  1.36  0.54  0.015
C  -0.33  1.03  -0.79  0.199
C  -1.53  1.60  -1.19  0.480
N  0.42  0.29  -1.67  0.230
N  -0.56  -0.89  1.55  0.001
H  1.50  -0.27  1.26  0.000
H  0.79  0.46  2.57  0.000
H  1.27  1.70  0.27  0.002
H  -0.36  2.08  1.07  0.001
H  -2.21  1.96  -0.41  0.018
H  -1.92  1.55  -2.20  0.018
H  0.63  -3.31  -0.66  0.000
H  1.38  0.60  -1.86  0.014
H  -0.07  0.27  -2.57  0.002
H  -1.36  -0.28  1.44  0.001
H  -0.26  -1.73  1.01  0.000
H  -0.58  -1.31  2.49  0.000
H  0.89  -1.74  -0.66  0.001
O  0.93  -2.55  -0.15  0.004